w:
The following is a quantum chemistry calculation of the molecule CHN3O3S, from the OMol25 dataset.

Structure (XYZ):
```
9
Properties=species:S:1:pos:R:3:nbo_charge:R:1
C -0.75058 -0.03878 1.63690 0.60
N 0.41822 -0.02307 1.28457 -0.25
N -1.90165 -0.45366 1.77623 -0.69
N 1.07656 -0.09802 -2.03801 0.43
O 1.91048 -0.76702 -1.53559 -0.32
O 0.57442 -0.16717 -3.11873 -0.36
O 1.03873 0.91648 0.45897 -0.47
S 0.31263 1.20073 -1.00141 0.59
H -2.67881 -0.56949 2.53707 0.45
```

Computed properties:
frontier orbital gap	9.83	eV
LUMO energy	-0.33	eV

=====

x:
The following is a quantum chemistry calculation of a cluster of 2 separate species, CHN3O3S in total, from the OMol25 dataset.

Structure (XYZ):
```
9
Properties=species:S:1:pos:R:3:nbo_charge:R:1
C -1.74818 -1.08622 0.36307 0.01
N -2.43696 -1.39153 1.22945 -0.25
N 0.66784 -0.51562 -0.05576 -0.29
N 0.05059 1.69727 0.04686 0.56
O 0.73979 2.38836 0.71451 -0.26
O -1.04925 1.58814 -0.36809 -0.29
O 1.84988 -0.64252 -0.70674 -0.56
S -0.66137 -0.95900 -0.92840 0.59
H 2.58765 -1.07888 -0.29491 0.50
```

Computed properties:
frontier orbital gap (spin up / spin down)	8.55 / 8.22	eV
LUMO energy (spin up / spin down)	-1.10 / -0.91	eV

=====

y:
The following is a quantum chemistry calculation of a cluster of 2 separate species, CHN3O3S in total, from the OMol25 dataset.

Structure (XYZ):
```
9
Properties=species:S:1:pos:R:3:nbo_charge:R:1
C 1.08720 0.51038 -1.75310 1.06
N -0.33489 0.94525 2.02824 -0.37
N -1.25226 -0.89121 1.04916 -0.26
N -0.90953 0.22090 1.28398 0.23
O 0.40430 0.94790 -0.94437 -0.56
O 1.73490 0.17447 -2.63950 -0.51
O 0.47215 -1.62583 -0.75205 -0.94
S -0.75361 -2.15202 -0.21236 0.99
H -0.44827 1.87016 1.94000 0.36
```

Computed properties:
frontier orbital gap (spin up / spin down)	7.27 / 7.26	eV
LUMO energy (spin up / spin down)	-0.77 / -0.78	eV

=====

Result of the stability comparison: x is the least stable of them.

=====

w:
The following is a quantum chemistry calculation of a cluster of 2 separate species, C11H12NO2 in total, from the OMol25 dataset.

Structure (XYZ):
```
26
Properties=species:S:1:pos:R:3:nbo_charge:R:1
C -3.40381 1.63303 -0.39223 -0.62
C -1.25533 0.52741 -1.26072 0.00
C -0.32274 -0.18181 0.59873 0.20
C -2.19751 0.76172 -0.30482 -0.14
C -1.61190 0.29258 0.93195 -0.12
C 0.41486 -0.88516 1.55408 -0.24
C -0.06149 -0.85505 2.86461 -0.24
C -2.09006 0.33924 2.24768 -0.21
C -1.26043 -0.20832 3.20876 -0.26
N -0.14827 -0.07542 -0.75376 -0.54
H 0.74670 -0.24915 -1.31093 0.47
H -1.27631 0.93144 -2.24834 0.20
H 1.35343 -1.41308 1.42767 0.22
H -3.65801 1.85432 -1.43727 0.21
H -3.18184 2.61587 0.01971 0.20
H 0.54695 -1.29668 3.64391 0.19
H -3.06312 0.74194 2.44033 0.20
H -1.42498 -0.21728 4.27023 0.19
H -4.30954 1.24407 0.06981 0.20
C 4.39379 -0.75003 -2.14082 -0.73
C 2.86954 -0.81603 -2.35733 0.78
O 2.21282 0.12784 -1.81188 -0.81
O 2.42705 -1.74887 -3.03476 -0.75
H 4.68493 -0.11741 -1.30213 0.20
H 4.88588 -0.50540 -3.08266 0.21
H 4.72941 -1.74976 -1.83982 0.20
```

Computed properties:
frontier orbital gap	7.86	eV
total charge	-1
LUMO energy	3.38	eV

=====

x:
The following is a quantum chemistry calculation of a cluster of 2 separate species, C11H12NO2 in total, from the OMol25 dataset.

Structure (XYZ):
```
26
Properties=species:S:1:pos:R:3:nbo_charge:R:1
C -0.42690 -2.73128 1.68106 -0.64
C 0.02308 -1.21948 -0.40368 0.00
C -0.63037 0.78695 0.46239 0.16
C -0.41582 -1.50496 0.91317 -0.14
C -0.94352 -0.26012 1.41472 -0.09
C -0.95027 2.14213 0.70445 -0.25
C -1.58135 2.32213 1.93590 -0.21
C -1.69590 0.00668 2.57982 -0.20
C -1.79216 1.37101 2.90334 -0.26
N -0.17469 0.12521 -0.62834 -0.52
H -0.02426 0.42748 -1.56988 0.46
H 0.45588 -1.96597 -1.10688 0.23
H -0.46117 2.82474 0.14489 0.22
H -0.73395 -3.66393 1.08733 0.21
H -1.23228 -2.86207 2.44224 0.22
H -1.92928 3.42891 2.30231 0.19
H -1.81828 -0.70004 3.33772 0.20
H -2.30999 1.62007 3.81638 0.20
H 0.61490 -2.89334 2.05196 0.22
C 2.87957 0.16466 -3.10710 -0.77
C 1.54296 0.71604 -3.87255 0.78
O 0.52727 0.08110 -3.76941 -0.80
O 1.67560 1.82133 -4.33182 -0.77
H 2.62664 0.14608 -2.08273 0.19
H 3.89717 0.75743 -3.42087 0.20
H 2.87712 -0.94077 -3.48440 0.19
```

Computed properties:
frontier orbital gap	7.26	eV
total charge	-1
LUMO energy	3.11	eV

=====

y:
The following is a quantum chemistry calculation of a cluster of 2 separate species, C11H12NO2 in total, from the OMol25 dataset.

Structure (XYZ):
```
26
Properties=species:S:1:pos:R:3:nbo_charge:R:1
C 1.76449 0.18138 2.77476 -0.62
C 1.26639 0.16683 0.09991 0.02
C -0.70487 -0.88346 0.09447 0.11
C 1.02796 -0.17476 1.50991 -0.14
C -0.17968 -0.87592 1.47197 -0.09
C -1.99817 -1.44030 -0.19059 -0.21
C -2.70917 -2.17711 0.75916 -0.26
C -0.99775 -1.55649 2.42219 -0.21
C -2.17011 -2.20998 2.06733 -0.25
N 0.22677 -0.18156 -0.67168 -0.52
H 0.17245 0.09685 -1.75342 0.49
H 2.26090 0.63190 -0.08120 0.23
H -2.29022 -1.64902 -1.32250 0.21
H 2.83198 0.03331 2.68212 0.21
H 1.55452 -0.72877 3.51600 0.20
H -3.51868 -2.52314 0.37634 0.20
H -0.53212 -1.63441 3.47372 0.20
H -2.66067 -2.65825 2.91466 0.20
H 1.48687 1.10624 3.17684 0.21
C 0.76929 2.87901 -2.93626 -0.76
C 0.76702 1.55546 -3.78210 0.77
O 1.45446 0.62771 -3.42935 -0.78
O 0.03373 1.68752 -4.75703 -0.78
H -0.13237 2.99852 -2.33197 0.19
H 0.67821 3.57966 -3.67527 0.21
H 1.59878 3.14879 -2.40803 0.18
```

Computed properties:
frontier orbital gap	7.56	eV
total charge	-1
LUMO energy	3.15	eV

=====

Result of the stability comparison: y is the least stable of them.